Molecular formula: C14H18ClN3O3S
Method: DFT, ωB97M-V/def2-TZVPD

The geometry in ORCA input format:
```
! RIJCOSX wB97M-V def2-TZVPD def2/J DEFGRID3
* xyz 0 1
O -0.15 3.33 -1.04
O 0.01 -0.71 -2.98
O -2.21 -0.10 0.22
Cl 1.92 0.88 2.53
C -0.29 2.13 -0.87
C 0.01 -0.07 -1.94
C 0.00 3.94 3.88
C -0.96 4.09 2.93
C 0.91 2.90 3.71
C -1.17 3.34 1.81
C 0.75 2.09 2.58
C -0.28 2.36 1.58
N -0.33 1.56 0.40
N -0.07 1.30 -2.01
N -0.01 -0.73 -0.71
S -0.80 -0.07 0.65
C -0.61 1.87 -3.30
C -0.38 -4.51 -1.41
C 1.76 -2.44 -1.13
C 0.82 -2.44 0.93
C -0.78 -3.10 -1.01
C 0.39 -2.15 -0.58
H -0.15 4.68 4.63
H -1.55 4.98 2.95
H 1.75 2.86 4.44
H -1.99 3.51 1.10
H -0.36 1.35 -4.30
H -0.23 2.87 -3.35
H -1.78 1.97 -3.25
H 0.19 -4.94 -0.61
H -1.30 -5.18 -1.49
H 0.26 -4.64 -2.32
H 2.29 -3.39 -0.84
H 2.55 -1.69 -0.78
H 1.72 -2.33 -2.27
H -0.03 -2.46 1.62
H 1.30 -3.51 1.03
H 1.48 -1.64 1.33
H -1.25 -2.79 -1.93
H -1.46 -3.14 -0.21
*
```

Calculated values
- Kohn-Sham gap: 9.98 eV
- E_LUMO: 0.585 eV

=====

Molecular formula: C9H14
Method: DFT, ωB97M-V/def2-TZVPD

The geometry in ORCA input format:
```
! RIJCOSX wB97M-V def2-TZVPD def2/J DEFGRID3
* xyz -1 2
C -1.85 1.66 2.36
C -2.25 0.89 3.59
H -0.98 2.30 2.46
H -1.60 1.04 1.52
H -2.63 2.33 1.97
H -1.52 0.17 3.95
H -3.22 0.42 3.52
H -2.34 1.60 4.43
C 1.33 -0.58 -3.81
C 0.80 -0.95 0.48
C 1.83 -1.59 -0.16
C 0.11 0.06 -0.24
C 2.07 -1.43 -1.55
C 0.16 0.07 -1.68
C 1.12 -0.66 -2.32
H 0.57 -1.12 1.53
H 2.59 -2.11 0.43
H -0.66 0.66 0.22
H 2.71 -2.09 -2.13
H -0.43 0.87 -2.10
H 2.29 -0.07 -4.00
H 0.59 0.11 -4.21
H 1.31 -1.57 -4.26
*
```

Calculated values
- <S²>: 0.759
- Energy above the lowest of the compared OMol25 structures with the same formula, charge and spin: 0.567 eV
- Kohn-Sham gap (alpha / beta): 2.74 / 6.90 eV
- E_LUMO (alpha / beta): 3.570 / 3.552 eV

=====

Molecular formula: C24H31AsCrN4
Method: DFT, ωB97M-V/def2-TZVPD

The geometry in ORCA input format:
```
! RIJCOSX wB97M-V def2-TZVPD def2/J DEFGRID3
* xyz 3 2
Cr -0.79 1.37 0.02
N -1.28 3.22 -0.91
C -0.92 4.29 0.04
C -1.47 3.91 1.42
N -1.25 2.47 1.70
C -0.09 2.26 2.58
C 1.20 2.63 1.86
N 1.26 1.88 0.58
C -2.46 1.86 2.27
C -3.50 1.66 1.18
N -2.90 0.84 0.10
H -0.80 3.39 -1.79
H -2.28 3.32 -1.14
H -1.34 5.26 -0.25
H 0.16 4.39 0.04
H -2.54 4.11 1.43
H -1.02 4.53 2.19
H -0.06 1.20 2.85
H -0.18 2.84 3.51
H 2.05 2.38 2.51
H 1.25 3.70 1.67
H 1.75 1.00 0.77
H 1.87 2.37 -0.07
H -2.86 2.48 3.08
H -2.20 0.89 2.70
H -3.83 2.61 0.75
H -4.39 1.18 1.61
H -3.50 0.90 -0.73
H -2.96 -0.14 0.39
C -1.65 -5.37 -0.50
C -1.00 -4.76 -1.56
C -0.57 -3.45 -1.45
C -0.81 -2.75 -0.27
C -1.46 -3.36 0.80
C -1.88 -4.67 0.68
As -0.02 -0.98 0.00
C 1.80 -1.52 0.45
C 2.21 -2.11 1.64
C 3.52 -2.56 1.75
C 4.41 -2.41 0.69
C 4.00 -1.83 -0.50
C 2.69 -1.39 -0.65
C 2.08 -0.85 -1.86
C 2.70 -0.70 -3.10
C 1.96 -0.27 -4.19
C 0.61 0.03 -4.08
C -0.02 -0.10 -2.84
C 0.70 -0.54 -1.74
H -1.95 -6.41 -0.58
H -0.82 -5.31 -2.47
H -0.06 -2.97 -2.28
H -1.63 -2.82 1.73
H -2.39 -5.16 1.50
H 1.52 -2.21 2.47
H 3.85 -3.05 2.65
H 5.42 -2.77 0.79
H 4.70 -1.76 -1.32
H 3.74 -0.95 -3.24
H 2.44 -0.18 -5.16
H 0.04 0.31 -4.95
H -1.10 0.05 -2.76
*
```

Calculated values
- <S²>: 0.770
- Energy above the lowest of the compared OMol25 structures with the same formula, charge and spin: 1.072 eV
- Kohn-Sham gap (alpha / beta): 4.53 / 5.10 eV
- E_LUMO (alpha / beta): -12.029 / -11.469 eV

=====

Molecular formula: C33H32N5O2SSe2Te2W
Method: DFT, ωB97M-V/def2-TZVPD

The geometry in ORCA input format:
```
! RIJCOSX wB97M-V def2-TZVPD def2/J DEFGRID3
* xyz 1 1
W 1.36 0.88 1.82
C -4.73 -2.09 2.26
O -3.93 -1.74 3.39
C -2.60 -1.83 3.18
O -2.09 -2.11 2.12
N -1.96 -1.57 4.35
N -0.57 -1.68 4.44
H -5.76 -1.93 2.57
H -4.58 -3.13 1.99
H -4.49 -1.46 1.40
H -2.53 -1.35 5.15
H -0.32 -2.36 5.15
H -0.16 -0.78 4.66
Se 3.20 0.04 3.27
Te 4.79 1.96 3.58
Te 3.11 3.71 2.38
Se -0.23 1.74 3.21
N 2.57 2.24 1.07
C 3.27 2.11 -0.15
C 3.78 0.87 -0.52
C 4.39 0.71 -1.76
C 4.51 1.78 -2.62
C 4.03 3.03 -2.24
C 3.41 3.20 -1.02
H 3.72 0.04 0.18
H 4.79 -0.26 -2.03
H 5.00 1.66 -3.58
H 4.14 3.88 -2.91
H 3.05 4.17 -0.71
N 0.42 1.22 -0.05
S -0.07 2.67 -0.53
C -1.80 2.81 -0.08
C -2.40 4.04 -0.27
C -3.74 4.19 0.07
C -4.44 3.12 0.60
C -3.82 1.90 0.80
C -2.48 1.73 0.45
C -0.20 2.61 -2.29
C 0.57 3.50 -3.03
C 0.50 3.46 -4.41
C -0.31 2.53 -5.04
C -1.08 1.64 -4.29
C -1.03 1.68 -2.90
H -0.11 0.45 -0.46
H -1.85 4.87 -0.69
H -4.23 5.14 -0.08
H -5.48 3.24 0.88
H -4.36 1.07 1.23
H -1.99 0.78 0.63
H 1.21 4.21 -2.53
H 1.09 4.15 -5.00
H -0.36 2.49 -6.12
H -1.72 0.92 -4.78
H -1.64 1.00 -2.31
N 0.91 -0.88 1.45
C 0.70 -1.98 0.83
C 1.05 -3.28 1.40
C 0.85 -4.45 0.67
C 1.20 -5.67 1.22
C 1.76 -5.73 2.49
C 1.97 -4.56 3.22
C 1.62 -3.34 2.68
C 0.17 -1.91 -0.57
C 1.06 -1.54 -1.59
C 0.62 -1.52 -2.90
C -0.69 -1.84 -3.20
C -1.57 -2.18 -2.19
C -1.15 -2.23 -0.87
H 0.43 -4.41 -0.32
H 1.04 -6.58 0.66
H 2.04 -6.68 2.92
H 2.42 -4.61 4.20
H 1.77 -2.43 3.24
H 2.08 -1.28 -1.35
H 1.31 -1.24 -3.69
H -1.03 -1.83 -4.23
H -2.60 -2.44 -2.42
H -1.82 -2.51 -0.07
*
```

Calculated values
- Energy above the lowest of the compared OMol25 structures with the same formula, charge and spin: 0.226 eV
- Kohn-Sham gap: 5.94 eV
- E_LUMO: -3.678 eV

=====

Molecular formula: C16H34AlBeCl2FI2NO7PSSi2
Method: DFT, ωB97M-V/def2-TZVPD

The geometry in ORCA input format:
```
! RIJCOSX wB97M-V def2-TZVPD def2/J DEFGRID3
* xyz 2 1
C 2.07 -2.72 4.43
C 2.88 -3.09 3.09
O 4.11 -3.28 3.16
O 2.10 -3.19 1.88
C 2.77 -2.53 0.79
O 3.37 -3.20 -0.09
C 2.77 -0.95 0.65
Si 0.99 -0.19 0.36
C 0.53 -0.07 -1.48
C 1.92 0.13 -2.34
N 2.58 1.44 -2.12
C 1.17 1.65 0.98
C 1.90 1.77 2.41
C 1.17 0.98 3.61
S 1.76 1.72 5.21
O -0.16 -0.92 1.43
Si -1.19 -2.09 0.74
Cl -1.94 -3.26 2.38
P -0.25 -3.54 -0.64
O 0.29 -4.82 0.06
C -2.68 -1.26 -0.20
I -3.04 -1.62 -2.34
C -3.62 -0.39 0.46
C -3.47 -0.02 2.01
I -5.34 0.54 -0.56
H 2.61 -1.88 5.00
H 1.00 -2.41 4.13
H 1.98 -3.63 5.11
H 3.51 -0.63 -0.17
H 3.23 -0.53 1.63
H -0.06 0.90 -1.63
H 0.03 -0.98 -1.96
H 1.61 0.07 -3.46
H 2.60 -0.78 -2.17
H 1.91 2.22 -2.05
H 3.19 1.42 -1.28
H 0.08 2.01 1.13
H 1.68 2.32 0.22
H 1.87 2.89 2.69
H 3.02 1.52 2.34
H 0.03 0.94 3.52
H 1.53 -0.12 3.53
H 3.15 1.59 5.27
H -1.20 -3.97 -1.64
H 0.86 -2.93 -1.35
H -4.37 0.58 2.42
H -3.44 -0.99 2.62
H -2.53 0.60 2.24
Be -7.66 -0.64 -1.91
C 1.85 5.55 -5.24
C 2.24 4.33 -4.37
C 2.77 3.20 -5.30
O 1.17 3.89 -3.78
H 1.07 5.31 -5.97
H 1.49 6.37 -4.61
H 2.72 5.91 -5.79
H 3.10 4.65 -3.76
H 2.02 2.88 -6.04
H 3.07 2.32 -4.72
H 3.64 3.55 -5.86
C -6.48 -2.34 2.56
O -6.42 -2.15 1.15
H -7.37 -2.92 2.80
H -5.59 -2.90 2.88
H -6.52 -1.38 3.06
H -5.63 -1.64 0.96
F 1.36 -3.81 -2.91
Al -9.64 -0.92 -0.19
Cl -4.18 1.44 -2.98
*
```

Calculated values
- Kohn-Sham gap: 1.95 eV
- E_LUMO: -10.572 eV

=====

Molecular formula: C20H25NO5S
Method: DFT, ωB97M-V/def2-TZVPD

The geometry in ORCA input format:
```
! RIJCOSX wB97M-V def2-TZVPD def2/J DEFGRID3
* xyz 0 1
C -7.90 -0.04 1.26
C -6.36 -0.20 0.68
C -6.05 0.87 -0.48
C -4.71 0.63 -0.96
O -3.90 0.92 -0.04
C -2.64 0.99 -0.02
C -1.90 1.41 1.17
C -0.46 1.57 0.82
C 0.16 1.13 -0.31
C -0.51 0.62 -1.30
C -1.99 0.84 -1.20
H -2.60 0.39 -2.18
H -0.03 0.16 -2.30
C 1.72 1.26 -0.31
O 2.21 1.94 -1.25
N 2.35 0.32 0.59
C 1.87 -0.90 1.27
C 1.97 -2.10 0.59
C 1.36 -2.53 -0.53
C 1.91 -3.78 -0.70
C 3.00 -3.87 -0.13
O 2.98 -2.69 0.92
H 3.84 -4.46 0.10
H 1.58 -4.50 -1.38
H 0.33 -2.10 -1.12
H 0.85 -0.52 1.35
H 2.33 -0.98 2.19
C 3.91 0.51 0.34
C 4.44 1.65 0.80
H 4.49 1.92 1.81
H 4.16 2.59 0.00
S 6.22 1.30 0.13
O 6.92 2.49 -0.34
O 6.88 0.62 1.39
C 5.88 -0.07 -0.95
C 4.44 0.16 -0.99
H 4.06 0.69 -1.92
H 4.03 -1.01 -1.05
H 6.37 0.29 -1.88
H 6.22 -0.79 -0.45
H 4.32 -0.47 1.25
H 0.00 1.99 2.01
H -2.43 1.84 1.92
H -4.59 -0.52 -1.17
H -4.72 1.35 -1.90
H -6.22 1.74 -0.13
H -6.79 0.48 -1.26
H -5.69 -0.14 1.54
H -6.33 -1.12 0.24
H -8.78 -0.17 0.42
H -8.12 -0.68 1.94
H -8.10 1.02 1.49
*
```

Calculated values
- Energy above the lowest of the compared OMol25 structures with the same formula, charge and spin: 16.136 eV
- Kohn-Sham gap: 9.26 eV
- E_LUMO: 0.314 eV

=====

Molecular formula: C4H6O2
Method: DFT, ωB97M-V/def2-TZVPD

The geometry in ORCA input format:
```
! RIJCOSX wB97M-V def2-TZVPD def2/J DEFGRID3
* xyz 0 1
C -1.53 -0.13 0.04
C 0.41 1.17 0.13
C 1.35 0.06 -0.01
C 0.56 -1.09 -0.31
H -2.31 0.03 0.82
H -2.05 -0.30 -0.87
H 0.41 1.43 1.31
H 1.88 -0.06 0.98
H 2.14 0.22 -0.68
H 0.52 -1.38 -1.30
O -0.79 0.99 -0.48
O -0.61 -0.93 0.38
*
```

Calculated values
- Energy above the lowest of the compared OMol25 structures with the same formula, charge and spin: 6.898 eV
- Kohn-Sham gap: 6.72 eV
- E_LUMO: -0.766 eV

=====

Molecular formula: C5H6O2
Method: DFT, ωB97M-V/def2-TZVPD

The geometry in ORCA input format:
```
! RIJCOSX wB97M-V def2-TZVPD def2/J DEFGRID3
* xyz 0 1
C 0.61 1.69 1.35
O 0.23 -2.40 0.75
C -0.17 -1.99 -0.31
C -0.84 -0.65 -0.50
O -1.05 0.01 0.76
C 0.07 0.79 0.56
C 0.22 0.42 -0.89
H 1.48 2.23 1.00
H 0.21 1.86 2.34
H -0.01 -2.54 -1.26
H -1.77 -0.75 -1.08
H -0.14 1.28 -1.42
H 1.18 0.04 -1.29
*
```

Calculated values
- Energy above the lowest of the compared OMol25 structures with the same formula, charge and spin: 2.136 eV
- Kohn-Sham gap: 9.76 eV
- E_LUMO: 0.796 eV

=====

Molecular formula: C7H26ClN10O11
Method: DFT, ωB97M-V/def2-TZVPD

The geometry in ORCA input format:
```
! RIJCOSX wB97M-V def2-TZVPD def2/J DEFGRID3
* xyz -1 1
Cl 11.42 7.29 10.58
O 12.35 6.33 9.94
O 10.13 7.28 9.82
O 11.11 6.81 11.93
O 11.97 8.64 10.57
C 10.13 2.78 14.84
O 9.48 2.53 15.82
N 9.67 3.04 13.54
N 11.48 2.86 14.84
H 10.03 2.35 12.90
H 8.66 3.05 13.47
H 11.86 3.50 14.14
H 12.02 2.61 15.64
C 16.48 8.03 14.21
O 17.01 8.99 13.71
N 15.18 7.96 14.42
N 17.17 6.96 14.82
H 14.65 8.59 13.87
H 14.68 7.15 14.77
H 18.10 6.87 14.47
H 16.69 6.06 14.89
C 8.17 4.44 9.62
O 8.15 3.22 9.47
N 8.56 5.12 10.73
N 7.69 5.26 8.57
H 8.96 6.00 10.55
H 9.10 4.67 11.47
H 7.70 6.23 8.74
H 8.06 4.92 7.67
C 8.55 10.73 9.20
O 8.11 11.87 9.03
N 9.37 10.13 8.25
N 8.27 9.99 10.34
H 9.60 10.77 7.47
H 9.89 9.32 8.43
H 7.89 10.49 11.11
H 8.87 9.17 10.41
C 14.16 4.15 13.55
O 14.37 4.47 14.76
N 13.28 4.80 12.75
N 14.94 3.25 12.81
H 13.27 4.52 11.83
H 12.72 5.57 12.98
H 15.27 2.38 13.21
H 14.55 3.10 11.89
C 11.56 2.77 10.41
C 12.14 3.23 9.13
O 13.42 3.95 9.26
O 10.45 1.92 10.14
H 11.31 3.57 11.12
H 12.31 2.22 10.92
H 11.56 3.88 8.43
H 12.42 2.30 8.67
H 13.22 4.87 9.31
H 9.62 2.41 9.89
*
```

Calculated values
- Energy above the lowest of the compared OMol25 structures with the same formula, charge and spin: 0.000 eV
- Kohn-Sham gap: 10.25 eV
- E_LUMO: 2.515 eV

=====

Molecular formula: C3H10N2
Method: DFT, ωB97M-V/def2-TZVPD

The geometry in ORCA input format:
```
! RIJCOSX wB97M-V def2-TZVPD def2/J DEFGRID3
* xyz 0 1
N -0.46 2.23 1.13
C -0.19 0.80 1.22
C -0.19 0.18 -0.17
N 0.29 -1.20 -0.14
C 0.18 -1.84 -1.44
H 0.14 2.68 0.45
H -0.25 2.66 2.02
H 0.70 0.55 1.81
H -1.05 0.32 1.71
H -1.20 0.18 -0.56
H 0.41 0.75 -0.89
H 1.26 -1.18 0.16
H -0.86 -1.78 -1.75
H 0.82 -1.44 -2.22
H 0.41 -2.90 -1.32
*
```

Calculated values
- Energy above the lowest of the compared OMol25 structures with the same formula, charge and spin: 0.545 eV
- Kohn-Sham gap: 10.06 eV
- E_LUMO: 1.164 eV

=====

Molecular formula: C2H6N4S
Method: DFT, ωB97M-V/def2-TZVPD

The geometry in ORCA input format:
```
! RIJCOSX wB97M-V def2-TZVPD def2/J DEFGRID3
* xyz 0 1
C -0.56 0.55 -0.56
C -0.76 1.09 0.73
N 0.57 -1.89 1.06
N 0.64 0.31 -0.95
N 1.75 0.22 -0.24
N -0.03 -2.23 0.15
S -0.90 -2.56 -1.08
H -1.31 0.07 -1.18
H -0.25 2.07 0.86
H -0.13 0.50 1.41
H -1.74 1.15 1.07
H 0.93 -0.16 -1.80
H 1.78 0.88 0.52
*
```

Calculated values
- Energy above the lowest of the compared OMol25 structures with the same formula, charge and spin: 3.982 eV
- Kohn-Sham gap (alpha / beta): 8.10 / 8.09 eV
- E_LUMO (alpha / beta): 0.459 / 0.459 eV

=====

Molecular formula: C7H10
Method: DFT, ωB97M-V/def2-TZVPD

The geometry in ORCA input format:
```
! RIJCOSX wB97M-V def2-TZVPD def2/J DEFGRID3
* xyz 0 1
C -1.18 1.12 -0.70
C 0.26 0.91 -1.18
C -0.37 -1.66 0.28
C 1.04 -1.36 -0.06
C 1.25 0.16 -0.28
C -0.82 -1.18 1.48
C -1.28 -0.78 2.54
H -1.78 0.21 -0.78
H -1.66 1.89 -1.32
H -1.23 1.47 0.34
H 0.24 0.43 -2.17
H 0.71 1.90 -1.34
H 1.69 -1.67 0.78
H 1.38 -1.91 -0.95
H 2.24 0.27 -0.73
H 1.30 0.65 0.70
H -1.79 -0.45 3.41
*
```

Calculated values
- Energy above the lowest of the compared OMol25 structures with the same formula, charge and spin: 5.054 eV
- Kohn-Sham gap (alpha / beta): 7.20 / 7.19 eV
- E_LUMO (alpha / beta): -0.935 / -0.928 eV

=====

Molecular formula: C3H5FO
Method: DFT, ωB97M-V/def2-TZVPD

The geometry in ORCA input format:
```
! RIJCOSX wB97M-V def2-TZVPD def2/J DEFGRID3
* xyz 0 1
C -0.21 0.26 1.21
C -0.35 -0.50 -0.18
C 0.37 0.18 -1.38
H 0.92 0.46 1.34
H -0.66 -0.41 2.10
H 0.52 -1.28 -0.24
H -1.40 -1.20 -0.61
H 1.63 -0.03 -1.05
O -0.17 0.90 -2.33
F -0.64 1.63 1.12
*
```

Calculated values
- Energy above the lowest of the compared OMol25 structures with the same formula, charge and spin: 3.265 eV
- Kohn-Sham gap: 10.41 eV
- E_LUMO: 0.168 eV

=====

Molecular formula: C5H10O2
Method: DFT, ωB97M-V/def2-TZVPD

The geometry in ORCA input format:
```
! RIJCOSX wB97M-V def2-TZVPD def2/J DEFGRID3
* xyz 0 1
C -2.37 -0.57 -0.21
C -1.17 0.33 -0.48
C 0.07 -0.09 0.29
O 0.35 -1.43 -0.07
C 1.25 0.83 -0.03
C 2.60 0.30 0.40
O 2.78 -0.71 1.04
H -3.23 -0.27 -0.83
H -2.12 -1.60 -0.44
H -2.68 -0.52 0.84
H -0.92 0.31 -1.55
H -1.41 1.38 -0.23
H -0.14 -0.03 1.38
H 1.11 -1.70 0.47
H 1.13 1.81 0.45
H 1.31 1.03 -1.11
H 3.47 0.92 0.08
*
```

Calculated values
- Energy above the lowest of the compared OMol25 structures with the same formula, charge and spin: 1.183 eV
- Kohn-Sham gap: 11.01 eV
- E_LUMO: 0.945 eV

=====

Molecular formula: C2H8
Method: DFT, ωB97M-V/def2-TZVPD

The geometry in ORCA input format:
```
! RIJCOSX wB97M-V def2-TZVPD def2/J DEFGRID3
* xyz 0 1
C -0.78 -3.61 0.74
H -0.94 -3.74 -0.34
H 0.04 -4.26 1.07
H -1.70 -3.87 1.28
H -0.53 -2.56 0.94
C 0.78 3.61 -0.74
H 1.39 4.38 -0.24
H 1.45 2.85 -1.18
H 0.18 4.07 -1.53
H 0.12 3.13 -0.01
*
```

Calculated values
- Energy above the lowest of the compared OMol25 structures with the same formula, charge and spin: 0.016 eV
- Kohn-Sham gap: 14.48 eV
- E_LUMO: 1.129 eV